Entry from the Open Molecules 2025 dataset: a molecular structure, C10H16AlO7 in a non-equilibrium geometry (the ωB97M-V functional and the def2-TZVPD basis).

Properties
- Lowest unoccupied orbital energy: -8.18 eV
- Charge: +1
- Molar mass: 275.21 g mol⁻¹
- ΔE to the lowest compared entry with this formula, charge and spin: 0.00 kcal/mol
- Kohn-Sham gap: 0.18919 Eh
- Spin multiplicity: 1

Positions of all 34 atoms, in Å:
Al: -0.254 0.339 -1.416
C: -3.560 3.429 -2.430
C: -2.201 2.676 -2.561
O: -1.282 3.016 -1.799
O: -2.243 1.561 -3.132
H: -4.352 2.974 -3.010
H: -3.406 4.495 -2.588
H: -3.812 3.384 -1.370
O: 0.688 -1.351 0.351
H: 1.280 -2.113 0.273
O: -1.247 1.217 1.079
C: -1.646 1.248 2.218
O: -1.352 2.269 3.025
C: -2.117 2.261 4.222
C: -3.005 1.017 4.148
C: -2.408 0.211 3.014
H: -2.719 3.136 4.463
H: -1.421 2.197 5.061
H: -4.051 1.225 3.930
H: -2.965 0.422 5.059
H: -3.122 -0.337 2.400
H: -1.628 -0.543 3.169
O: 2.375 -0.622 -1.811
C: 3.037 -1.607 -2.009
O: 2.696 -2.563 -2.878
C: 3.712 -3.578 -2.952
C: 4.369 -3.518 -1.597
C: 4.361 -2.008 -1.374
H: 4.378 -3.346 -3.785
H: 3.216 -4.526 -3.145
H: 5.399 -3.862 -1.527
H: 3.742 -3.995 -0.845
H: 5.128 -1.398 -1.859
H: 4.407 -1.713 -0.326

natural (NBO) atomic charge list, values in e, 8 entries: 1.568, -0.650, 0.761, -0.565, -0.573, 0.250, 0.256, 0.251



Entry from the Open Molecules 2025 dataset: a molecular structure, C34H53BeBrN2P2 in a non-equilibrium geometry (the ωB97M-V functional and the def2-TZVPD basis).

Properties
- Lowest unoccupied orbital energy (spin up / spin down): -7.17 / -9.16 eV
- Charge: +2
- Molar mass: 640.68 g mol⁻¹
- ΔE to the lowest compared entry with this formula, charge and spin: 15.61 kcal/mol
- Kohn-Sham gap (spin up / spin down): 0.17645 / 0.10617 Eh
- Spin multiplicity: 1

Positions of all 93 atoms, in Å:
N: -7.247 5.741 -6.914
C: -6.855 6.305 -5.760
C: -6.091 5.648 -4.789
C: -5.686 4.309 -4.999
C: -6.102 3.720 -6.217
C: -6.864 4.466 -7.118
C: -4.886 3.624 -3.984
Be: 0.000 0.000 0.000
P: 6.212 -0.941 -1.059
C: -3.681 3.024 -4.181
C: -2.862 2.337 -3.186
C: -1.748 1.576 -3.615
C: -0.928 0.900 -2.704
C: -1.177 0.953 -1.315
C: -2.293 1.713 -0.885
C: -3.115 2.387 -1.793
Br: 1.491 -1.206 1.673
H: -5.328 3.614 -2.980
H: -3.248 3.043 -5.190
H: -5.805 6.169 -3.868
H: -5.835 2.687 -6.464
H: -7.170 7.346 -5.597
H: -7.189 4.012 -8.065
H: -1.528 1.520 -4.689
H: -3.968 2.961 -1.415
H: -0.075 0.324 -3.083
H: -2.523 1.779 0.185
P: -0.456 -2.047 -1.018
C: 5.623 0.839 -0.925
C: 6.672 1.861 -1.379
H: 5.294 1.045 0.113
H: 4.723 0.914 -1.565
H: 6.498 2.844 -0.906
H: 7.695 1.542 -1.108
H: 6.646 1.998 -2.474
C: 5.345 -1.365 -2.672
C: 5.985 -2.524 -3.447
H: 5.383 -0.442 -3.281
H: 4.275 -1.573 -2.471
H: 5.698 -2.490 -4.514
H: 7.087 -2.484 -3.389
H: 5.663 -3.503 -3.051
C: 5.044 -1.727 0.191
C: 5.711 -2.099 1.522
H: 4.550 -2.606 -0.269
H: 4.249 -0.980 0.377
H: 5.145 -2.896 2.038
H: 6.743 -2.463 1.378
H: 5.761 -1.225 2.195
C: -0.394 -3.433 0.220
C: -1.546 -4.446 0.260
H: -0.322 -2.909 1.189
H: 0.579 -3.933 0.052
H: -2.475 -3.972 0.618
H: -1.747 -4.906 -0.720
H: -1.299 -5.258 0.968
C: 0.657 -2.536 -2.426
C: 0.095 -2.530 -3.853
H: 1.012 -3.548 -2.163
H: 1.548 -1.888 -2.338
H: -0.385 -3.493 -4.099
H: -0.645 -1.730 -4.016
H: 0.917 -2.379 -4.575
C: -2.185 -1.945 -1.695
C: -3.326 -1.458 -0.793
H: -2.396 -2.971 -2.049
H: -2.082 -1.335 -2.612
H: -4.072 -0.877 -1.362
H: -3.848 -2.287 -0.290
H: -2.920 -0.794 -0.009
C: -2.609 1.718 4.476
N: -1.666 0.594 4.303
C: -2.336 -0.653 4.725
C: -1.205 0.469 2.895
C: -0.123 1.466 2.456
C: 0.373 2.495 3.290
C: 1.360 3.373 2.834
C: 1.878 3.243 1.546
C: 1.419 2.224 0.713
C: 0.438 1.335 1.158
H: -3.535 1.554 3.882
H: -2.172 2.681 4.152
H: -2.888 1.822 5.547
H: -0.842 0.711 4.937
H: -3.224 -0.868 4.089
H: -1.636 -1.517 4.659
H: -2.661 -0.583 5.787
H: -0.786 -0.542 2.763
H: -2.072 0.531 2.200
H: 0.020 2.642 4.298
H: 1.728 4.156 3.484
H: 2.645 3.923 1.199
H: 1.836 2.108 -0.278

Mulliken atomic charge list, values in e, 8 entries: -0.575, -0.314, -0.366, 0.358, -0.377, -0.271, -0.538, -0.992



Entry from the Open Molecules 2025 dataset: a molecular structure, C4H12NS2 in a non-equilibrium geometry (the ωB97M-V functional and the def2-TZVPD basis).

Properties
- Lowest unoccupied orbital energy: -8.39 eV
- Charge: +1
- Molar mass: 138.28 g mol⁻¹
- ΔE to the lowest compared entry with this formula, charge and spin: 117.95 kcal/mol
- Kohn-Sham gap: 0.16466 Eh
- Spin multiplicity: 1

Positions of all 19 atoms, in Å:
C: 1.044 2.006 -0.077
C: 2.085 1.136 -0.150
N: 0.148 1.968 0.979
H: 0.833 2.699 -0.882
H: 2.788 1.232 -0.964
H: 2.152 0.325 0.564
H: 0.275 1.121 1.528
H: -0.827 2.024 0.686
H: -0.325 -0.812 0.189
C: -0.111 -0.359 -2.223
S: -1.393 -0.119 -0.983
S: 0.110 -1.485 1.374
C: -1.586 -2.040 1.755
H: 0.845 -0.100 -1.732
H: -0.097 -1.398 -2.533
H: -0.301 0.345 -3.040
H: -1.935 -2.671 0.944
H: -1.445 -2.667 2.637
H: -2.261 -1.206 1.928

natural (NBO) atomic charge list, values in e, 8 entries: 0.046, -0.409, -0.684, 0.223, 0.237, 0.209, 0.392, 0.403



ΔE to the lowest compared entry with this formula, charge and spin of number 3 (C4H12NS2)? 117.95 kcal/mol



Which value of molar mass does entry 1 give? 275.21 g mol⁻¹